[1]
{
  "formula": "C24H26BrCaN10O4Se4",
  "method": "ωB97M-V/def2-TZVPD",
  "relative_energy_kcal_mol": 43.1,
  "orbital_gap_ev": 5.05,
  "e_homo_ha": -0.1213,
  "charge": -1,
  "multiplicity": 1,
  "elements": ["Ca", "Br", "C", "C", "C", "C", "C", "C", "N", "N", "C", "C", "C", "C", "O", "C", "N", "C", "C", "C", "C", "H", "H", "H", "H", "H", "H", "H", "H", "H", "N", "N", "C", "N", "N", "N", "O", "O", "H", "H", "H", "H", "H", "Se", "Se", "Se", "Se", "C", "C", "C", "C", "N", "C", "C", "H", "H", "H", "H", "H", "H", "H", "C", "C", "N", "O", "H", "H", "H", "H", "H"],
  "coordinates": [[0.695, 0.399, 0.437], [7.987, 1.606, 1.417], [7.529, -0.038, 0.606], [6.612, -0.051, -0.441], [6.274, -1.249, -1.035], [6.851, -2.435, -0.575], [7.788, -2.404, 0.448], [8.120, -1.208, 1.054], [6.671, -3.716, -1.211], [5.575, -4.115, -1.644], [4.355, -3.457, -1.400], [3.498, -3.392, -2.476], [2.334, -2.634, -2.461], [1.953, -1.900, -1.321], [0.903, -1.192, -1.264], [2.816, -2.048, -0.143], [2.446, -1.390, 0.984], [3.121, -1.570, 2.090], [4.194, -2.476, 2.193], [4.604, -3.121, 1.064], [3.964, -2.871, -0.166], [6.155, 0.872, -0.771], [5.550, -1.254, -1.837], [8.246, -3.327, 0.774], [8.837, -1.180, 1.861], [3.792, -3.906, -3.383], [1.706, -2.571, -3.340], [2.814, -0.985, 2.952], [4.672, -2.636, 3.148], [5.412, -3.842, 1.100], [-0.990, -2.144, 1.072], [-1.096, -2.348, 2.432], [-0.526, -1.420, 3.267], [-0.493, -1.704, 4.590], [-0.180, -0.334, 2.651], [0.613, 0.590, 3.328], [0.972, 0.481, 4.500], [0.942, 1.501, 2.615], [-1.817, -1.791, 0.620], [-0.426, -2.816, 0.582], [-1.428, -3.221, 2.803], [-0.553, -2.669, 4.864], [0.051, -1.078, 5.164], [3.074, 2.688, 0.477], [1.448, 4.452, 0.354], [-0.289, 4.203, 1.886], [-1.914, 2.734, 0.887], [-5.192, -0.472, -4.202], [-4.090, -0.394, -3.191], [-3.983, 0.673, -2.309], [-2.962, 0.691, -1.366], [-2.057, -0.272, -1.268], [-2.140, -1.281, -2.127], [-3.130, -1.393, -3.089], [-5.814, 0.421, -4.177], [-5.833, -1.336, -4.012], [-4.795, -0.581, -5.212], [-4.684, 1.495, -2.346], [-2.851, 1.516, -0.669], [-1.354, -2.023, -2.052], [-3.141, -2.248, -3.753], [2.054, 1.661, -3.029], [0.807, 2.230, -2.413], [0.178, 3.262, -3.043], [0.336, 1.784, -1.386], [2.275, 2.075, -4.012], [1.933, 0.580, -3.094], [2.863, 1.888, -2.326], [0.682, 3.799, -3.725], [-0.512, 3.733, -2.479]],
  "forces_ev_per_angstrom": [[-0.635, 0.821, -0.884], [0.008, 0.049, 0.036], [-0.055, -0.089, -0.070], [0.125, 0.206, 0.182], [0.139, -0.142, 0.063], [-0.038, -0.276, -0.254], [-0.134, 0.008, -0.075], [-0.032, 0.284, 0.050], [0.146, 0.196, 0.038], [0.085, -0.291, 0.009], [0.014, -0.041, -0.041], [-0.107, 0.123, -0.082], [0.011, 0.101, 0.142], [0.145, -0.262, -0.018], [0.044, 0.095, 0.152], [0.214, -0.189, 0.024], [-0.305, 0.117, -0.193], [0.154, -0.006, 0.182], [-0.187, 0.141, -0.049], [0.099, -0.085, 0.107], [-0.309, 0.054, -0.116], [-0.019, 0.034, 0.009], [0.010, -0.048, -0.039], [0.035, -0.083, -0.051], [0.043, 0.025, 0.053], [0.040, -0.052, -0.020], [-0.045, 0.001, -0.001], [0.027, -0.008, 0.024], [0.045, -0.016, 0.030], [0.014, 0.062, 0.025], [0.079, 0.066, 0.150], [0.397, 0.301, 0.326], [-0.770, -1.275, -0.006], [0.021, -0.104, -0.379], [0.990, 0.968, 0.644], [-0.310, -0.095, 0.195], [-0.334, -0.290, -0.007], [0.484, 0.370, 0.083], [-0.055, -0.078, -0.127], [-0.047, -0.014, -0.100], [-0.123, -0.013, 0.039], [-0.031, 0.011, -0.021], [0.033, 0.131, -0.053], [-0.496, -0.054, 0.055], [0.360, -0.241, -0.045], [-0.461, -0.378, -0.349], [0.874, 0.577, 0.854], [-0.107, -0.026, -0.125], [0.043, 0.147, 0.158], [0.055, -0.103, -0.055], [-0.326, 0.079, -0.094], [0.262, -0.122, 0.306], [0.042, -0.191, -0.210], [0.089, -0.026, 0.055], [-0.022, 0.032, 0.004], [0.002, -0.003, 0.008], [0.024, -0.003, -0.010], [-0.068, 0.056, 0.005], [-0.150, -0.133, -0.291], [0.043, -0.061, -0.004], [-0.009, -0.036, -0.045], [-0.060, 0.125, 0.036], [-0.094, 0.307, -0.368], [0.230, -0.294, 0.009], [-0.073, -0.448, 0.046], [-0.002, 0.018, -0.011], [0.034, -0.011, 0.031], [-0.028, -0.052, -0.049], [0.000, 0.031, 0.024], [-0.026, 0.105, 0.089]],
  "lowdin_charge": [1.164, 0.732, -0.692, -0.102, -0.018, -0.292, -0.051, -0.133, 0.052, 0.053, -0.282, -0.043, -0.021, -0.395, -0.202, -0.137, 0.049, -0.126, -0.034, -0.015, -0.124, 0.102, 0.122, 0.110, 0.095, 0.109, 0.104, 0.104, 0.104, 0.115, 0.043, -0.018, -0.399, 0.188, 0.071, -0.410, 0.034, -0.169, 0.075, 0.094, 0.137, 0.105, 0.084, -0.185, -0.185, -0.162, -0.128, -0.056, -0.285, -0.015, -0.177, 0.060, -0.152, -0.039, 0.072, 0.080, 0.079, 0.109, -0.112, 0.092, 0.106, -0.007, -0.608, 0.175, -0.213, 0.072, 0.074, 0.028, 0.094, 0.102]
}

=====

[2]
{
  "formula": "C4H5F3N2",
  "method": "ωB97M-V/def2-TZVPD",
  "relative_energy_kcal_mol": 68.9,
  "orbital_gap_ev": 10.27,
  "e_homo_ha": -0.3464,
  "charge": 0,
  "multiplicity": 1,
  "smiles": "C#C[C@@H](NN)C(F)(F)F",
  "elements": ["C", "C", "C", "N", "N", "C", "F", "F", "F", "H", "H", "H", "H", "H"],
  "coordinates": [[0.912, 2.386, -0.181], [0.587, 1.252, -0.319], [0.250, -0.127, -0.346], [-0.314, -0.510, 0.993], [0.566, -1.149, 1.845], [-1.102, -0.147, -1.244], [-1.433, -1.450, -1.499], [-0.869, 0.417, -2.478], [-2.085, 0.406, -0.677], [1.100, 3.473, 0.038], [0.940, -0.820, -0.722], [-0.935, -1.245, 0.877], [1.031, -1.976, 1.449], [1.353, -0.508, 2.264]],
  "forces_ev_per_angstrom": [[0.341, 3.042, 0.638], [1.371, 0.224, 0.255], [-4.825, 0.330, 0.253], [1.556, 1.096, -0.406], [3.687, 0.729, 2.408], [3.797, -2.026, -1.916], [0.025, 0.275, 0.146], [-0.328, -0.268, 1.087], [-2.031, 1.448, 0.948], [-0.241, -1.995, -0.565], [1.165, -0.823, -0.730], [-2.114, -1.115, -0.780], [-0.114, 0.493, -0.072], [-2.287, -1.411, -1.266]],
  "lowdin_charge": [0.139, -0.125, -0.202, -0.101, -0.047, -0.603, 0.106, 0.110, 0.236, 0.071, 0.133, 0.077, 0.075, 0.130]
}

=====

[3]
{
  "formula": "C23H20Cl3F6IrO5S2Sb",
  "method": "ωB97M-V/def2-TZVPD",
  "relative_energy_kcal_mol": 86.6,
  "orbital_gap_ev": 4.66,
  "e_homo_ha": -0.4238,
  "charge": 1,
  "multiplicity": 1,
  "elements": ["Ir", "O", "C", "O", "C", "C", "C", "C", "C", "C", "S", "H", "H", "H", "H", "Cl", "C", "Cl", "H", "H", "C", "C", "C", "C", "C", "C", "C", "S", "C", "O", "H", "H", "H", "H", "H", "H", "H", "H", "H", "H", "F", "Sb", "F", "F", "F", "F", "F", "Cl", "C", "C", "C", "C", "C", "C", "C", "O", "O", "H", "H", "H", "H"],
  "coordinates": [[0.428, -0.968, -0.429], [3.257, -0.892, 2.008], [2.975, -1.442, 0.964], [1.815, -1.968, 0.691], [3.991, -1.603, -0.125], [5.310, -1.874, 0.159], [6.228, -2.047, -0.876], [5.840, -1.929, -2.209], [4.533, -1.634, -2.519], [3.589, -1.467, -1.474], [2.045, -1.061, -2.027], [5.619, -1.956, 1.192], [7.259, -2.273, -0.639], [6.564, -2.065, -3.000], [4.211, -1.528, -3.547], [-1.393, -2.036, 0.961], [-1.436, -3.845, 0.656], [0.054, -4.643, 1.020], [-1.709, -3.962, -0.385], [-2.217, -4.154, 1.342], [-4.503, 1.777, 5.291], [-3.232, 1.416, 4.583], [-3.100, 1.585, 3.208], [-1.932, 1.244, 2.546], [-0.886, 0.714, 3.285], [-0.989, 0.515, 4.658], [-2.158, 0.879, 5.296], [0.655, 0.246, 2.545], [1.626, 1.720, 2.816], [0.297, 0.420, 1.015], [-5.174, 2.333, 4.639], [-4.300, 2.384, 6.173], [-5.023, 0.878, 5.624], [-3.925, 1.996, 2.640], [-1.842, 1.384, 1.477], [-0.175, 0.074, 5.221], [-2.247, 0.731, 6.365], [1.022, 2.589, 2.564], [2.521, 1.635, 2.209], [1.898, 1.720, 3.871], [-0.027, -2.576, -1.603], [-0.823, -2.992, -3.511], [-0.242, -1.249, -3.924], [-2.402, -2.271, -2.797], [-1.509, -3.411, -5.185], [-1.229, -4.618, -2.658], [0.920, -3.600, -3.847], [-3.084, 5.174, -5.157], [-2.287, 3.982, -4.196], [-2.910, 2.758, -3.985], [-2.275, 1.810, -3.207], [-1.027, 2.092, -2.653], [-0.406, 3.318, -2.884], [-1.040, 4.272, -3.656], [-0.359, 1.080, -1.833], [0.837, 1.154, -1.463], [-1.013, 0.032, -1.450], [-3.873, 2.560, -4.432], [-2.732, 0.844, -3.038], [0.567, 3.518, -2.458], [-0.581, 5.231, -3.848]],
  "forces_ev_per_angstrom": [[1.024, -1.914, -0.675], [0.146, -0.088, -0.192], [0.253, 0.343, 0.233], [-0.777, -0.230, 0.123], [-0.126, 0.356, -0.071], [0.044, -0.072, 0.026], [-0.054, 0.015, -0.001], [0.030, 0.113, -0.024], [-0.150, -0.201, 0.117], [0.275, -0.328, -0.009], [-0.624, 0.692, 1.058], [-0.020, 0.000, 0.002], [0.005, -0.014, 0.010], [0.006, 0.016, -0.003], [0.000, -0.054, -0.027], [0.166, 0.173, -0.009], [-0.118, 0.065, -0.004], [0.021, 0.047, -0.004], [0.030, -0.030, -0.052], [-0.014, -0.074, -0.057], [-0.068, 0.040, 0.005], [0.082, -0.041, -0.001], [-0.038, 0.021, 0.020], [0.096, -0.009, 0.027], [0.081, 0.016, 0.126], [-0.043, -0.029, -0.073], [-0.062, 0.021, 0.015], [-0.206, -0.115, -0.353], [-0.121, -0.054, 0.110], [0.386, 0.231, -0.317], [-0.009, -0.003, 0.003], [0.004, -0.005, 0.009], [-0.003, -0.003, 0.007], [-0.016, 0.001, -0.001], [0.023, 0.003, -0.016], [0.025, -0.007, -0.005], [-0.007, 0.005, 0.014], [0.037, 0.003, -0.047], [0.063, -0.051, -0.060], [-0.015, 0.030, 0.009], [-0.325, -0.216, 0.007], [-0.090, -0.180, 0.034], [-0.023, -0.045, 0.014], [0.110, -0.052, -0.041], [0.045, 0.063, 0.152], [0.031, 0.183, -0.074], [-0.105, 0.084, 0.050], [-0.001, 0.012, -0.016], [-0.021, -0.018, 0.002], [0.054, 0.092, -0.016], [0.069, 0.051, 0.003], [-0.161, -0.121, -0.044], [-0.015, -0.070, 0.019], [-0.078, -0.021, -0.045], [0.498, 0.601, -0.095], [-0.561, 1.206, -0.444], [0.267, -0.400, 0.542], [-0.015, 0.003, -0.002], [-0.004, -0.024, 0.016], [0.003, -0.029, 0.024], [-0.001, 0.011, 0.003]],
  "lowdin_charge": [1.342, 0.081, -0.590, -0.268, -0.108, 0.023, 0.003, -0.034, -0.059, -0.476, 1.113, 0.136, 0.125, 0.123, 0.120, 0.675, -0.873, 0.653, 0.011, 0.044, -0.035, -0.249, -0.013, -0.061, -0.415, -0.071, -0.020, 1.067, -0.178, -0.668, 0.082, 0.090, 0.093, 0.123, 0.112, 0.120, 0.126, 0.080, 0.063, 0.079, -0.544, 1.447, -0.348, -0.329, -0.310, -0.327, -0.337, 0.710, -0.652, -0.078, 0.009, -0.138, 0.002, -0.083, -0.580, -0.117, -0.159, 0.113, 0.124, 0.124, 0.112]
}

=====

[4]
{
  "formula": "C11H20Cl2N2O2PSeTc",
  "method": "ωB97M-V/def2-TZVPD",
  "relative_energy_kcal_mol": 13.5,
  "orbital_gap_ev": [6.01, 5.76],
  "s2": 3.82,
  "e_homo_ha": [-0.7082, -0.7067],
  "charge": 3,
  "multiplicity": 4,
  "elements": ["C", "C", "H", "H", "H", "O", "Cl", "Tc", "P", "C", "C", "H", "H", "H", "C", "H", "H", "H", "H", "H", "H", "C", "O", "Cl", "C", "N", "C", "C", "N", "C", "C", "Se", "H", "H", "H", "H", "H", "H", "H", "H"],
  "coordinates": [[-0.424, -3.245, -3.193], [-1.010, -2.210, -2.340], [-1.168, -3.491, -3.993], [-0.154, -4.152, -2.620], [0.496, -2.818, -3.655], [-1.939, -1.452, -2.463], [-0.593, -2.620, 0.152], [-0.178, -0.325, -0.466], [-0.321, 1.497, -1.876], [-1.841, 2.508, -1.770], [1.055, 2.701, -1.965], [0.573, 0.486, -3.873], [-0.483, 1.910, -4.229], [-1.218, 0.318, -3.780], [-0.370, 0.996, -3.633], [2.014, 2.154, -1.989], [0.943, 3.289, -2.894], [-1.894, 3.178, -2.649], [-1.846, 3.110, -0.842], [1.044, 3.381, -1.097], [-2.717, 1.837, -1.770], [-2.064, -0.220, -0.115], [-3.206, -0.130, 0.118], [2.215, -0.412, -0.654], [2.811, 1.036, 2.771], [1.787, 0.108, 3.224], [1.963, -0.950, 4.115], [0.774, -1.592, 4.212], [-0.126, -0.926, 3.376], [-1.500, -1.342, 3.129], [0.516, 0.109, 2.764], [-0.218, 1.304, 1.440], [2.395, 1.695, 1.988], [3.649, 0.482, 2.368], [3.151, 1.629, 3.614], [2.935, -1.075, 4.569], [0.512, -2.436, 4.819], [-1.861, -1.874, 4.014], [-2.127, -0.457, 2.948], [-1.576, -2.000, 2.247]],
  "forces_ev_per_angstrom": [[1.261, -0.767, 0.129], [-6.329, 2.199, -2.349], [0.280, 0.437, 0.689], [-0.028, 0.488, -0.196], [-0.350, -0.294, 0.246], [5.115, -3.283, 1.632], [0.222, 0.263, -1.308], [5.124, -0.973, 2.081], [-0.160, 3.210, -2.455], [-0.211, -0.202, 0.609], [0.427, -0.103, 0.685], [-0.203, 0.157, -0.191], [0.025, -0.224, 0.157], [0.205, 0.346, -0.372], [0.000, -1.100, 0.446], [-0.380, 0.287, -0.013], [-0.120, -0.298, 0.422], [0.130, -0.298, 0.423], [-0.077, -0.203, -0.444], [0.049, -0.246, -0.329], [0.216, 0.418, -0.084], [-8.379, 1.012, 1.463], [5.297, -0.567, -1.036], [-2.011, -0.061, -0.145], [0.235, 0.534, -0.135], [-0.707, -0.625, -0.266], [0.209, 1.467, -0.916], [-0.662, 0.744, -0.735], [0.849, -0.098, 0.035], [-0.683, 0.004, 0.008], [0.227, -0.831, 0.360], [0.120, -0.734, 0.359], [0.250, -0.356, 0.471], [0.142, -0.134, -0.110], [0.011, 0.143, 0.029], [-0.206, -0.236, 0.159], [-0.251, -0.157, 0.039], [-0.011, 0.158, -0.235], [0.205, -0.271, 0.272], [0.171, 0.192, 0.602]],
  "lowdin_charge": [0.048, -0.217, 0.166, 0.134, 0.147, 0.154, 0.327, 0.594, 0.651, -0.204, -0.216, 0.071, 0.089, 0.042, -0.202, 0.042, 0.088, 0.093, 0.072, 0.069, 0.059, -0.425, 0.207, 0.042, 0.001, -0.096, 0.063, 0.058, -0.094, -0.019, -0.538, 0.940, 0.060, 0.109, 0.123, 0.164, 0.156, 0.127, 0.097, 0.015]
}

=====

multiplicity of number 3 (C23H20Cl3F6IrO5S2Sb)?
1

=====

The highest multiplicity belongs to which entry?
C11H20Cl2N2O2PSeTc